Molecular formula: CH4Cl2OSi
Method: DFT, ωB97M-V with the def2-TZVPD basis set

## Properties
Total charge: 0
Orbital gap in eV: 11.5
Relative energy (zero: lowest compared OMol25 entry of this formula, charge and spin) in eV: 0.602
Structure (SMILES): C[Si](O)(Cl)Cl
Energy in hartree: -1325.7600
HOMO in eV: -11.092

Each line ends with the natural charge from an NBO analysis.
Geometry (Å):
C (-1.17101, -0.38292, -0.63070)  -1.102
O (0.61941, 0.20719, 1.70433)  -1.119
Si (0.65252, 0.03320, 0.10482)  1.710
Cl (1.78784, 1.73921, -0.51885)  -0.416
Cl (1.88610, -1.49106, -0.25503)  -0.372
H (-1.34598, -1.40633, -1.00772)  0.268
H (-1.80889, 0.14932, 0.11840)  0.251
H (-1.26284, 0.10782, -1.70522)  0.252
H (0.64286, 1.04359, 2.18997)  0.527



Molecular formula: CH4ClN3
Method: DFT, ωB97M-V with the def2-TZVPD basis set

## Properties
Total charge: 0
Spin multiplicity: 3
Orbital gap (spin up / spin down) in eV: 7.2 / 7.0
Relative energy (zero: lowest compared OMol25 entry of this formula, charge and spin) in eV: 2.332
Energy in hartree: -664.6735
HOMO (spin up / spin down) in eV: -6.269 / -8.392

Each line ends with the natural charge from an NBO analysis.
Geometry (Å):
C (0.49583, 0.76750, -0.19955)  -0.115
N (0.74891, -0.45422, 0.70030)  -0.349
N (-0.56847, -0.63706, 1.01941)  -0.276
N (-1.00549, 0.61535, -0.14754)  -0.486
Cl (-1.79677, 0.03992, -1.40018)  0.152
H (0.80294, 1.57381, 0.34513)  0.188
H (0.98732, 0.72584, -1.13347)  0.189
H (1.34282, -1.10410, 0.20143)  0.366
H (-1.00709, -1.52704, 0.61447)  0.331